No. 1
# C3H9N3O

A 2-piece molecular cluster, C3H9N3O overall (ωB97M-V/def2-TZVPD, OMol25).

XYZ file:
```
16
Properties=species:S:1:pos:R:3:forces:R:3:lowdin_charge:R:1
C 1.3409 -0.0134 1.0118 -0.6 -0.7 0.2 -0.07
C 1.2240 -0.2949 -1.5024 -0.6 -0.8 0.1 -0.06
C 0.5159 0.1349 -0.2386 0.6 6.3 -0.7 -0.52
N -0.3260 1.1852 -0.2347 3.2 -1.7 0.4 0.03
H -0.6569 1.3793 -1.1777 0.0 -0.2 -0.2 0.04
H 1.6507 -1.0470 1.1680 0.0 0.0 0.1 0.08
H 2.2336 0.6096 0.9251 0.0 -0.1 -0.2 0.09
H 1.7113 -1.2611 -1.3683 0.0 -0.1 -0.1 0.08
H 0.5138 -0.3739 -2.3254 0.1 0.1 -0.1 0.08
H 0.7871 0.3532 1.8735 0.0 -0.1 0.1 0.07
H 2.0083 0.4229 -1.7499 -0.1 0.1 0.1 0.09
N -2.5460 -0.0471 1.0058 1.0 0.5 0.8 0.10
N -2.0763 -0.3875 -0.1526 1.0 -4.7 0.1 -0.10
O -1.0510 -1.1883 -0.0638 -4.3 1.6 0.2 -0.13
H -3.4735 0.3364 1.1006 0.2 0.4 -0.7 0.12
H -1.8559 0.1916 1.7285 -0.3 -0.8 -0.2 0.13
```
Positions in Å, forces in eV/Å.

Net charge ... 0
SMILES ... CC(C)=N.NN=O
E_LUMO (spin up / spin down) ... -0.3 / -0.3 eV
Frontier orbital gap (spin up / spin down) ... 8.31 / 8.31 eV
Relative energy (zero: lowest compared OMol25 entry of this formula, charge and spin) ... 5.359 eV



No. 2
# C12H30F2KNO12P2S2

C12H30F2KNO12P2S2 as an isolated structure (ωB97M-V/def2-TZVPD, OMol25).

XYZ file:
```
62
Properties=species:S:1:pos:R:3:forces:R:3:lowdin_charge:R:1
K -0.2978 -1.9058 -2.0357 0.0 0.1 0.4 0.86
N -2.2790 -3.7808 -1.6529 1.4 -2.4 2.0 -0.36
S -3.6617 -3.7640 -0.9440 -5.4 1.6 0.3 0.45
O -3.7715 -2.9158 0.2203 0.5 -0.7 -0.7 -0.28
O -4.4502 -4.9798 -0.9794 1.5 0.7 0.3 -0.28
F -4.3972 -2.9150 -2.0855 0.2 0.4 0.0 -0.21
S -1.6336 -5.1172 -0.8730 2.5 -1.8 -2.6 0.53
O -1.4523 -6.1782 -1.8314 -0.5 0.8 0.8 -0.27
O -1.9084 -5.4797 0.4782 -0.6 1.0 -0.2 -0.25
F -0.1488 -4.5158 -0.7849 0.4 0.5 0.1 -0.25
C -0.7665 -4.5861 3.4174 0.5 0.7 0.0 -0.05
C -0.0880 -3.2577 3.0610 0.5 -0.4 -0.7 -0.25
O -1.0519 -2.2135 2.9064 -1.0 1.2 0.0 -0.17
P -0.9041 -0.9818 1.9159 -0.9 0.1 1.6 0.44
O -0.7367 -1.3770 0.5228 0.6 0.2 -0.9 -0.31
O -2.2435 -0.1111 2.2049 1.3 -0.9 0.0 -0.17
C -2.8621 0.5739 1.1060 -0.9 1.0 0.1 -0.25
C -2.3851 2.0075 0.9687 1.9 0.0 -0.3 -0.07
O 0.3092 -0.0930 2.4882 -0.8 -0.4 -0.8 -0.20
C 0.1973 0.6494 3.7249 0.2 0.5 -1.0 -0.25
C 0.9408 1.9598 3.5569 0.5 -0.7 0.6 -0.07
H -1.6371 -4.6522 2.7670 -0.1 -0.2 0.3 0.07
H -0.0941 -5.4044 3.1585 0.0 0.0 -0.1 0.08
H -0.9822 -4.7011 4.4779 -0.4 0.2 -0.1 0.07
H 0.6701 -2.8602 3.7384 0.0 -0.5 0.2 0.12
H 0.3844 -3.4253 2.0883 0.1 0.2 0.0 0.11
H -2.7432 -0.0150 0.2005 -0.2 0.0 0.0 0.11
H -3.9101 0.7590 1.3452 -0.1 -1.2 0.2 0.12
H -3.0948 2.6646 0.4705 -0.1 -0.2 0.0 0.08
H -2.0970 2.4370 1.9303 -0.5 -0.1 0.2 0.08
H -1.4419 2.0243 0.4104 -0.1 0.1 -0.2 0.06
H -0.8315 0.9732 3.8864 -0.2 -0.8 0.4 0.11
H 0.6349 -0.0111 4.4709 -0.3 0.3 0.4 0.12
H 0.9426 2.3790 4.5657 0.0 0.5 -0.2 0.08
H 1.9825 1.8017 3.2761 0.0 0.0 -0.1 0.08
H 0.4522 2.5990 2.8247 0.0 0.1 0.1 0.07
C 1.0086 5.0627 -1.5074 -0.8 -0.1 -0.4 -0.06
C 0.7203 3.5485 -1.2556 -0.3 2.9 1.3 -0.27
O 1.9328 2.8468 -1.4147 -0.3 -1.2 0.1 -0.17
P 2.0682 1.4641 -2.2147 2.1 1.7 0.2 0.46
O 0.9510 0.5198 -2.1345 -0.4 -0.1 -0.5 -0.30
O 2.5018 2.0933 -3.6463 0.0 -1.0 1.3 -0.17
C 1.7733 1.9637 -4.8598 -1.1 0.1 -0.6 -0.24
C 0.4711 2.8177 -4.8238 0.1 -0.6 1.3 -0.05
O 3.4522 0.9367 -1.6052 -1.0 0.1 -2.2 -0.18
C 3.6677 0.4447 -0.2830 1.1 -0.2 0.0 -0.24
C 2.9203 -0.8401 0.0332 -1.6 1.0 -0.4 -0.06
H 1.3191 5.1743 -2.5457 0.4 0.3 0.1 0.07
H 0.1301 5.7080 -1.3955 -0.6 -0.6 -0.2 0.07
H 1.6379 5.5895 -0.7898 0.8 -0.8 -0.2 0.07
H 0.4022 3.5235 -0.2113 0.1 -0.6 0.1 0.10
H -0.1506 3.2653 -1.8432 0.4 -0.6 -0.4 0.10
H 2.4593 2.2424 -5.6572 0.0 0.2 0.1 0.12
H 1.5326 0.9130 -5.0334 -0.2 0.0 0.1 0.11
H -0.3576 2.5097 -5.4596 0.5 0.0 -0.6 0.08
H 0.0402 2.6253 -3.8360 0.0 -0.1 0.1 0.04
H 0.5971 3.8990 -4.8153 0.4 0.0 -0.5 0.08
H 4.7259 0.1774 -0.2461 0.1 0.4 -0.2 0.12
H 3.5482 1.3581 0.3030 -0.4 -0.7 0.9 0.12
H 1.8642 -0.5847 0.0188 -0.4 -0.1 0.5 0.04
H 2.9785 -1.5755 -0.7716 0.7 0.0 0.1 0.09
H 3.1617 -1.2700 0.9989 0.2 0.0 0.0 0.09
```
Positions in Å, forces in eV/Å.

Net charge ... 0
E_LUMO ... -0.3 eV
Frontier orbital gap ... 9.15 eV
Relative energy (zero: lowest compared OMol25 entry of this formula, charge and spin) ... 1.857 eV



No. 3
# C58H88N4O4Sb2Si2TaTe

C58H88N4O4Sb2Si2TaTe as an isolated structure (ωB97M-V/def2-TZVPD, OMol25).

XYZ file:
```
160
Properties=species:S:1:pos:R:3:forces:R:3:lowdin_charge:R:1
Ta -1.1570 -0.4501 -0.5191 -0.5 -0.7 0.8 1.51
C -2.8527 -4.3499 -1.7683 0.0 -0.1 0.0 -0.28
Sb -2.2886 -3.1710 -0.1157 0.0 0.1 -0.1 1.35
C -4.1696 -3.2200 0.8644 -0.1 0.0 0.0 -0.28
C -1.3064 -4.6412 1.1248 0.0 -0.1 0.1 -0.29
C -0.6584 -5.7751 0.3887 0.0 0.0 0.0 -0.28
C -1.4372 -6.8581 -0.0157 0.0 0.0 0.0 -0.06
C -0.8898 -7.9183 -0.7179 0.0 0.0 0.0 -0.07
C 0.4649 -7.9094 -1.0156 0.0 0.0 0.0 -0.07
C 1.2550 -6.8554 -0.5872 0.0 0.0 0.0 -0.05
C 0.7190 -5.7813 0.1231 0.0 0.0 0.1 -0.29
C 1.6304 -4.6831 0.5882 0.1 -0.1 0.0 -0.31
Sb 1.4004 -2.9213 -0.6311 0.0 0.3 0.1 1.37
C 1.9114 -3.9664 -2.4135 0.0 -0.1 0.0 -0.30
C 3.3968 -2.1684 -0.4524 0.0 0.0 -0.1 -0.28
H -3.3233 -5.2516 -1.3805 0.0 0.0 0.0 0.02
H -1.9894 -4.6121 -2.3722 0.0 0.0 0.0 0.00
H -3.5670 -3.7866 -2.3627 0.0 0.0 0.0 0.00
H -4.5175 -4.2528 0.8355 0.0 0.0 0.0 0.02
H -4.8906 -2.5865 0.3492 0.0 0.0 0.0 0.02
H -4.0813 -2.8968 1.8993 0.0 0.0 0.0 0.01
H -0.5970 -4.1356 1.7749 0.0 0.0 0.0 0.02
H -2.1335 -5.0100 1.7365 0.1 0.0 0.0 0.07
H -2.4920 -6.8764 0.2398 0.0 0.0 0.0 0.11
H -1.5125 -8.7512 -1.0167 0.0 0.0 0.0 0.11
H 0.9112 -8.7327 -1.5578 0.0 0.0 0.0 0.11
H 2.3204 -6.8724 -0.7879 0.0 0.0 0.0 0.12
H 2.6711 -4.9873 0.4634 0.0 0.0 0.0 0.07
H 1.4846 -4.4242 1.6385 0.0 0.0 0.0 0.05
H 2.8104 -4.5440 -2.1936 0.0 0.0 0.0 0.02
H 2.1262 -3.2571 -3.2103 0.0 0.0 0.0 0.01
H 1.1154 -4.6388 -2.7228 0.0 0.0 0.0 0.01
H 4.0499 -2.9204 -0.8958 0.0 0.0 0.0 0.02
H 3.6965 -2.0059 0.5751 0.0 0.1 0.2 -0.01
H 3.4979 -1.2402 -1.0103 0.0 0.0 0.0 -0.01
O -1.6807 -1.2027 2.0464 0.6 0.1 0.0 -0.29
C -1.2897 -1.9482 3.2033 -0.2 -0.1 0.0 -0.16
C 0.2013 -2.0438 3.4149 0.0 0.0 0.0 -0.28
C 0.7096 -2.9687 4.3231 0.0 -0.1 -0.1 -0.01
C 2.0764 -3.0047 4.5351 0.0 0.0 0.0 -0.04
C 2.8830 -2.1064 3.8496 0.0 0.1 0.0 -0.05
C 2.2763 -1.2219 2.9756 0.0 -0.1 -0.1 -0.16
N 0.9634 -1.1904 2.7458 0.0 0.1 0.1 0.12
H -1.9190 -0.3197 2.3523 0.0 0.0 -0.1 -0.02
H -1.7360 -2.9394 3.1152 0.1 0.0 0.0 0.11
H -1.7371 -1.4905 4.0902 -0.1 0.1 -0.1 0.15
H 0.0471 -3.6535 4.8396 0.0 0.0 0.0 0.13
H 2.5067 -3.7199 5.2245 0.0 0.0 0.0 0.12
H 3.9548 -2.0810 3.9981 0.0 0.0 0.0 0.12
H 2.8668 -0.4973 2.4254 0.1 0.0 0.0 0.09
N -0.6541 -2.5650 -3.1125 0.1 0.0 -0.1 0.15
C -0.2953 -2.7336 -4.2031 0.1 0.0 0.1 -0.30
N 0.1248 -2.9452 -5.4258 0.0 -0.1 0.0 -0.07
C 0.8153 -1.9185 -6.2156 0.0 -0.1 0.0 -0.09
C -0.0184 -1.6206 -7.4497 0.0 0.0 0.0 -0.18
O -0.2589 -2.8085 -8.1779 0.0 0.0 0.0 -0.11
C -1.0066 -3.7454 -7.4250 0.0 0.0 0.0 -0.17
C -0.2500 -4.1555 -6.1723 0.0 0.1 0.0 -0.09
H 1.7854 -2.3208 -6.5182 0.0 0.0 0.0 0.14
H 0.9732 -1.0329 -5.6026 0.0 0.0 0.0 0.12
H 0.5055 -0.9366 -8.1152 0.0 0.0 0.0 0.14
H -0.9736 -1.1656 -7.1527 0.0 0.0 0.0 0.12
H -1.1720 -4.6082 -8.0673 0.0 0.0 0.0 0.14
H -1.9798 -3.3161 -7.1515 0.0 0.0 0.0 0.13
H 0.6645 -4.6882 -6.4429 0.0 0.0 0.0 0.14
H -0.8541 -4.7967 -5.5322 0.0 0.0 0.0 0.13
C -4.1056 0.2231 2.1218 -0.1 0.0 0.0 -0.18
Si -3.1420 1.2650 0.8441 0.3 0.1 0.0 0.74
C -2.2881 2.6695 1.8637 -0.1 0.0 0.2 -0.63
C -1.2776 3.4532 1.0301 0.1 0.1 -0.2 -0.14
C -1.5735 2.0220 3.0591 0.1 -0.1 0.0 -0.16
C -3.2811 3.6834 2.4540 0.0 0.0 0.0 -0.08
C -4.5593 1.9153 -0.2678 0.0 0.1 0.0 -0.63
C -5.3186 0.6990 -0.8222 0.0 0.0 0.0 -0.11
C -5.6317 2.7409 0.4719 0.0 0.0 0.0 -0.09
C -3.9770 2.8238 -1.3536 0.0 0.0 -0.1 -0.10
H -5.1061 0.6539 2.1952 0.0 0.0 0.0 0.04
H -3.7038 0.2235 3.1383 0.0 0.0 0.0 0.03
H -4.2288 -0.8134 1.8189 0.0 0.0 0.0 0.00
H -0.5411 2.7987 0.5649 0.1 0.0 0.0 0.01
H -0.7644 4.1930 1.6613 0.0 0.0 0.0 0.07
H -1.7689 4.0172 0.2342 0.0 0.0 0.0 0.07
H -0.8835 1.2181 2.7645 0.1 0.1 0.0 0.03
H -2.2811 1.6307 3.7933 0.0 0.0 0.0 0.08
H -0.9758 2.7760 3.5892 -0.1 0.0 0.0 0.06
H -3.6759 4.3538 1.6924 0.0 0.0 0.0 0.07
H -2.7591 4.3085 3.1882 0.0 0.0 0.0 0.09
H -4.1219 3.2122 2.9686 0.0 0.0 0.0 0.09
H -5.8507 0.1909 -0.0132 0.0 0.0 0.0 0.08
H -4.6845 -0.0370 -1.3131 0.0 0.0 0.0 0.04
H -6.0777 1.0321 -1.5358 0.0 0.0 0.0 0.09
H -6.0141 2.2558 1.3716 0.0 0.0 0.0 0.07
H -6.4847 2.8675 -0.2027 0.0 0.0 0.0 0.09
H -5.2947 3.7377 0.7422 0.0 0.0 0.0 0.06
H -3.1661 2.3517 -1.9151 0.0 0.0 0.0 0.05
H -3.5752 3.7354 -0.9060 0.0 0.0 0.0 0.07
H -4.7500 3.1330 -2.0640 0.0 0.0 0.0 0.09
C -4.2740 0.9056 -3.9856 0.0 0.0 0.1 -0.16
Si -2.8651 -0.2274 -3.5473 0.2 0.0 0.1 0.40
C -3.4509 -1.8356 -4.2836 -0.2 -0.1 0.1 -0.16
C -1.3602 0.5441 -4.3250 0.1 0.0 -0.1 -0.16
O -2.4411 -0.4344 -1.8665 0.2 0.5 -0.7 -0.57
H -4.3505 0.7570 -5.0702 0.0 0.0 0.0 0.05
H -4.0972 1.9641 -3.8191 0.0 0.0 0.0 0.02
H -5.2391 0.6363 -3.5626 0.0 0.0 0.0 0.03
H -3.5098 -1.6696 -5.3649 0.0 0.0 0.0 0.04
H -4.4783 -2.0215 -3.9534 0.0 0.0 0.0 0.05
H -2.8600 -2.7243 -4.0986 0.0 0.1 0.0 -0.01
H -1.4588 0.5323 -5.4147 0.0 0.0 0.0 0.04
H -0.4259 0.0679 -4.0382 0.0 0.0 0.0 -0.01
H -1.3117 1.5941 -4.0188 0.0 0.0 0.0 0.05
C 3.1263 8.9071 2.0093 0.0 0.0 0.0 -0.03
C 2.8378 7.4402 2.1370 0.0 0.0 -0.1 -0.23
C 2.6425 6.8570 3.3845 0.0 0.0 0.0 0.01
C 2.3925 5.5006 3.5332 0.0 0.0 -0.1 -0.28
C 2.1993 4.9418 4.9163 0.0 0.0 0.0 -0.05
C 2.3344 4.7201 2.3675 0.1 0.1 -0.2 -0.39
Te 1.8509 2.7034 2.5222 -0.1 -0.1 0.0 1.79
N 0.3915 0.8003 0.2044 -0.3 -0.4 0.1 -0.08
C 0.9863 0.6618 -0.9173 -0.2 0.0 -0.1 -0.61
O 0.3281 -0.0947 -1.8437 -0.3 0.4 -0.2 -0.34
C 2.2855 1.2220 -1.3549 0.1 -0.1 0.1 -0.19
C 2.4732 1.5931 -2.6824 0.0 0.0 0.0 0.00
C 3.6878 2.1286 -3.0869 0.0 0.0 0.0 -0.05
C 4.7286 2.2614 -2.1775 0.1 0.0 0.0 -0.06
C 4.5556 1.8628 -0.8572 0.0 -0.2 -0.1 -0.09
C 3.3336 1.3536 -0.4478 0.1 -0.1 -0.1 -0.11
C 3.5160 2.1471 3.6548 0.0 0.1 0.1 -0.46
C 4.7704 2.4337 3.1113 0.0 0.0 0.0 -0.12
C 5.9139 2.0485 3.7867 0.0 0.0 0.0 -0.06
C 5.7950 1.3972 5.0095 0.0 0.0 0.0 -0.04
C 4.5465 1.1381 5.5503 0.0 0.0 0.0 -0.03
C 3.3749 1.5040 4.8878 0.0 0.0 0.0 -0.33
C 2.0464 1.2625 5.5522 0.0 0.0 0.0 -0.06
C 2.5190 5.2722 1.0882 0.0 0.0 0.1 -0.29
C 2.5065 4.4528 -0.1725 0.0 0.2 0.0 -0.05
C 2.7712 6.6336 1.0052 0.0 0.0 0.0 0.01
H 2.8033 9.4558 2.8922 0.0 0.0 0.0 0.08
H 2.6303 9.3296 1.1360 0.0 0.0 0.0 0.09
H 4.1993 9.0717 1.8888 0.0 0.0 0.0 0.10
H 2.6719 7.4819 4.2701 0.0 0.0 0.0 0.13
H 3.1288 4.5161 5.3010 0.0 0.0 0.0 0.10
H 1.4373 4.1584 4.9550 0.0 0.0 0.0 0.05
H 1.8804 5.7278 5.5990 0.0 0.0 0.0 0.09
H 1.6594 1.4724 -3.3866 0.0 0.0 0.0 0.11
H 3.8281 2.4354 -4.1155 0.0 0.0 0.0 0.11
H 5.6804 2.6630 -2.5003 0.0 0.0 0.0 0.12
H 5.3780 1.9348 -0.1559 0.0 0.0 0.0 0.11
H 3.2054 1.0012 0.5690 0.0 0.0 0.0 0.06
H 4.8532 2.9648 2.1694 0.0 0.0 0.0 0.10
H 6.8896 2.2632 3.3714 0.0 0.0 0.0 0.12
H 6.6840 1.1025 5.5521 0.0 0.0 0.0 0.12
H 4.4721 0.6512 6.5160 0.0 0.0 0.0 0.13
H 2.0424 0.3029 6.0660 0.0 0.0 0.0 0.09
H 1.2121 1.2593 4.8474 0.0 0.0 0.0 0.03
H 1.8447 2.0350 6.2983 0.0 0.0 0.0 0.09
H 1.7514 3.6662 -0.1617 -0.1 0.0 0.0 0.04
H 3.4717 3.9673 -0.3394 -0.2 0.2 0.1 0.07
H 2.3009 5.0855 -1.0350 0.0 0.0 0.0 0.10
H 2.9200 7.0787 0.0274 0.0 0.0 0.0 0.13
```
Positions in Å, forces in eV/Å.

Net charge ... +2
E_LUMO (spin up / spin down) ... -4.7 / -7.1 eV
Frontier orbital gap (spin up / spin down) ... 7.30 / 4.90 eV
Relative energy (zero: lowest compared OMol25 entry of this formula, charge and spin) ... 0.000 eV
Spin multiplicity ... 2



Q: The highest relative energy (zero: lowest compared OMol25 entry of this formula, charge and spin) belongs to which entry?
A: C3H9N3O